1.
The following is a DFT calculation (ωB97M-V/def2-TZVPD) of a structure of composition C13H27Cl3N4O2SSbTc.

Calculated total energy, eV: -81085.2624
Net charge: +3
Highest occupied orbital energy (alpha / beta), eV: -18.269 / -18.278
Max |F|, eV Å⁻¹: 0.236
Spin multiplicity: 4
Kohn-Sham gap (alpha / beta), eV: 7.4 / 6.8

```
52
Properties=species:S:1:pos:R:3:lowdin_charge:R:1
Tc -0.35 0.40 -0.62 0.915
C 2.96 1.27 3.74 0.016
N 2.45 0.89 2.41 -0.156
C 3.51 0.74 1.40 -0.024
C 1.20 0.54 2.20 -0.602
S 0.88 -0.73 0.96 0.702
N 0.19 0.99 2.93 -0.176
C 0.22 2.32 3.58 -0.004
C -1.08 0.27 3.06 -0.050
H 3.89 0.73 3.90 0.117
H 2.25 0.98 4.51 0.102
H 3.16 2.34 3.79 0.114
H 4.18 1.59 1.49 0.120
H 3.08 0.74 0.40 0.036
H 4.08 -0.18 1.57 0.116
H 1.02 2.92 3.16 0.101
H 0.35 2.23 4.66 0.114
H -0.73 2.80 3.39 0.100
H -0.92 -0.80 3.07 0.084
H -1.77 0.54 2.26 0.057
H -1.53 0.56 4.01 0.114
C -5.14 -1.83 -1.59 0.037
N -3.96 -2.26 -0.79 -0.139
C -4.05 -3.55 -0.06 0.036
C -2.92 -1.53 -0.72 -0.196
N -1.96 -0.86 -0.64 -0.002
H -5.36 -2.60 -2.32 0.112
H -4.92 -0.89 -2.09 0.102
H -5.98 -1.70 -0.91 0.114
H -4.28 -4.34 -0.77 0.112
H -4.86 -3.47 0.67 0.113
H -3.11 -3.76 0.44 0.102
C 2.92 0.33 -2.80 -0.224
Sb 1.23 -0.88 -2.45 1.407
C 0.16 -1.13 -4.25 -0.252
C 1.83 -2.78 -1.77 -0.259
H 3.60 -0.24 -3.43 0.047
H 3.39 0.58 -1.86 0.013
H 2.61 1.24 -3.32 0.040
H 0.83 -1.65 -4.94 0.044
H -0.11 -0.16 -4.67 0.019
H -0.72 -1.74 -4.07 0.026
H 2.36 -3.26 -2.59 0.044
H 0.96 -3.37 -1.50 0.030
H 2.50 -2.67 -0.92 0.017
Cl -1.37 4.74 -1.85 0.849
C -0.86 3.23 -1.30 -1.394
Cl -1.34 1.86 -2.49 0.623
Cl -1.64 2.71 0.24 0.682
C 0.69 3.05 -1.13 -0.726
O 1.44 3.92 -1.36 0.193
O 0.99 1.82 -0.70 -0.368
```

2.
The following is a DFT calculation (ωB97M-V/def2-TZVPD) of a cluster of 2 separate species, C12H17N in total in a non-equilibrium geometry.

Structure (SMILES): CCc1c[nH]c2ccccc12.CC
Calculated total energy, eV: -14207.4766
Net charge: 0
Highest occupied orbital energy, eV: -7.745
Max |F|, eV Å⁻¹: 4.880
Kohn-Sham gap, eV: 8.6

```
30
Properties=species:S:1:pos:R:3:lowdin_charge:R:1
C -2.36 0.84 -2.19 -0.123
C -2.18 -0.53 -1.58 -0.237
C -1.64 -0.51 -0.19 -0.223
C -2.19 -0.12 1.07 -0.033
N -1.43 -0.76 2.08 0.047
C -0.29 -1.24 1.43 -0.204
C 0.74 -2.16 1.95 -0.009
C 1.84 -2.36 1.12 -0.095
C 1.91 -1.80 -0.20 -0.125
C 0.84 -1.17 -0.75 -0.063
C -0.38 -1.02 0.04 -0.173
H -3.01 0.94 -3.10 0.082
H -1.37 1.28 -2.37 0.073
H -2.78 1.58 -1.46 0.077
H -3.04 -1.32 -1.58 0.143
H -1.53 -1.06 -2.37 0.118
H -3.21 0.27 1.19 0.115
H -1.35 -0.27 3.03 0.183
H 0.89 -2.25 3.02 0.093
H 2.68 -3.02 1.49 0.114
H 2.87 -1.64 -0.71 0.109
H 0.53 -1.03 -1.84 0.129
C 2.20 1.84 -0.25 -0.185
C 1.36 2.53 0.76 -0.167
H 3.19 1.42 0.16 0.090
H 1.72 1.01 -0.77 0.021
H 2.57 2.56 -1.03 0.075
H 1.29 3.53 0.54 0.026
H 1.72 2.45 1.80 0.080
H 0.39 2.01 0.71 0.064
```

3.
The following is a DFT calculation (ωB97M-V/def2-TZVPD) of a structure of composition C38H54BF6N7O7S3Tc in a non-equilibrium geometry.

Calculated total energy, eV: -116717.2123
Net charge: +2
Highest occupied orbital energy (alpha / beta), eV: -12.969 / -12.950
Max |F|, eV Å⁻¹: 4.277
Spin multiplicity: 4
Kohn-Sham gap (alpha / beta), eV: 6.6 / 5.4

```
117
Properties=species:S:1:pos:R:3:lowdin_charge:R:1
Tc 11.91 11.57 12.25 1.649
C 17.23 11.48 16.56 -0.023
C 16.93 12.83 15.87 -0.576
C 18.03 13.35 14.97 -0.063
C 16.55 13.89 16.91 -0.021
C 15.73 12.60 14.98 -0.146
C 14.52 12.31 15.59 0.046
C 13.35 12.31 14.86 -0.059
N 13.34 12.37 13.53 -0.051
C 14.51 12.65 12.86 -0.171
C 15.73 12.69 13.59 0.089
C 14.38 12.97 11.49 -0.205
C 15.35 13.65 10.71 0.095
C 15.08 14.21 9.47 -0.114
C 13.75 14.00 9.03 0.039
C 12.84 13.26 9.76 -0.098
N 13.15 12.74 10.97 -0.043
C 15.97 15.05 8.59 -0.557
C 16.59 14.09 7.58 -0.040
C 17.05 15.76 9.49 -0.021
C 15.22 16.10 7.79 -0.039
H 18.23 11.42 17.00 0.102
H 17.21 10.68 15.77 0.103
H 16.49 11.20 17.32 0.088
H 18.90 13.70 15.55 0.100
H 17.70 14.23 14.36 0.100
H 18.38 12.61 14.14 0.121
H 17.47 14.15 17.48 0.114
H 15.87 13.49 17.62 0.065
H 16.16 14.77 16.32 0.128
H 14.49 12.18 16.64 0.119
H 12.43 12.39 15.38 0.111
H 16.66 12.84 13.00 0.119
H 16.33 13.79 11.18 0.118
H 13.30 14.45 8.16 0.122
H 11.81 13.10 9.45 0.079
H 17.14 13.27 8.04 0.090
H 17.33 14.65 6.98 0.106
H 15.87 13.64 6.87 0.102
H 17.73 14.96 9.88 0.092
H 16.63 16.30 10.34 0.092
H 17.70 16.44 8.93 0.093
H 14.49 15.61 7.12 0.094
H 15.95 16.65 7.19 0.105
H 14.68 16.76 8.46 0.081
O 14.93 18.23 13.00 -0.082
H 14.08 17.77 12.91 0.020
H 14.82 19.16 12.71 0.059
S 8.45 11.77 9.45 1.142
C 7.98 11.18 11.00 -0.341
C 9.05 10.70 11.73 -0.208
N 10.24 10.80 11.02 -0.173
C 10.04 11.20 9.73 -0.432
H 6.94 11.26 11.38 0.114
H 9.05 10.27 12.74 0.111
H 10.87 11.23 9.00 0.092
C 12.32 8.06 9.44 -0.059
N 13.10 8.90 10.30 -0.181
C 14.08 9.73 9.72 -0.049
C 13.01 8.81 11.68 -0.354
N 13.10 9.94 12.40 -0.019
N 13.04 7.60 12.30 -0.110
C 13.29 6.34 11.60 -0.017
C 12.82 7.42 13.72 -0.022
H 11.79 8.59 8.65 0.094
H 11.60 7.56 10.09 0.095
H 12.92 7.28 8.94 0.106
H 14.90 9.14 9.22 0.122
H 14.50 10.35 10.51 0.074
H 13.57 10.41 9.00 0.096
H 13.48 9.88 13.37 0.107
H 13.95 6.54 10.72 0.112
H 12.35 5.84 11.30 0.115
H 13.85 5.69 12.28 0.102
H 13.80 7.44 14.25 0.121
H 12.38 6.43 13.88 0.110
H 12.19 8.19 14.18 0.078
F 7.85 15.30 13.65 0.125
C 8.40 14.27 12.91 -0.547
F 8.47 13.19 13.70 0.129
F 7.54 14.06 11.87 0.108
S 10.15 14.76 12.34 0.627
O 10.72 13.49 11.78 -0.429
O 10.84 15.19 13.51 -0.239
N 9.91 15.79 11.28 -0.279
S 10.23 16.26 9.81 0.630
O 9.18 17.12 9.33 -0.228
O 10.77 15.23 8.97 -0.293
C 11.79 17.24 9.98 -0.624
F 12.33 17.54 8.77 0.129
F 12.70 16.55 10.72 0.097
F 11.58 18.41 10.57 0.157
C 6.96 8.08 18.26 -0.047
C 8.26 8.61 18.92 -0.538
C 9.20 7.45 19.25 -0.049
C 7.83 9.28 20.30 -0.057
C 8.90 9.67 18.00 -0.155
C 9.04 11.01 18.32 -0.006
C 9.42 12.00 17.39 0.037
C 9.78 11.55 16.16 -0.240
O 10.34 12.24 15.12 0.034
B 10.79 11.27 14.08 -0.430
O 10.36 9.94 14.51 0.035
C 9.69 10.20 15.77 -0.140
C 9.28 9.25 16.69 0.059
H 6.40 7.45 18.95 0.087
H 7.24 7.45 17.39 0.078
H 6.33 8.90 17.83 0.106
H 8.76 6.77 19.95 0.083
H 10.14 7.86 19.67 0.097
H 9.42 6.88 18.34 0.076
H 7.40 8.52 20.93 0.076
H 7.04 10.05 20.13 0.102
H 8.70 9.68 20.83 0.081
H 8.74 11.34 19.33 0.114
H 9.40 13.07 17.62 0.144
H 9.32 8.20 16.39 0.131
```

4.
The following is a DFT calculation (ωB97M-V/def2-TZVPD) of an isolated molecule of C20H16BrN7 in a non-equilibrium geometry.

Structure (SMILES): Nc1nc2nn(CCc3ccccc3)cc2c2nc(-c3ccc(Br)cc3)nn12
Calculated total energy, eV: -101470.1861
Net charge: 0
Highest occupied orbital energy, eV: -8.150
Max |F|, eV Å⁻¹: 7.606
Kohn-Sham gap, eV: 8.1

```
44
Properties=species:S:1:pos:R:3:lowdin_charge:R:1
N -1.24 -4.21 1.60 0.147
C -0.79 -3.00 1.26 -0.396
N -0.04 -2.65 2.25 0.154
C 0.31 -1.26 2.19 -0.294
N 0.75 -0.59 3.21 0.136
N 0.62 0.72 2.89 -0.148
C 1.04 1.75 3.80 -0.138
C 2.61 2.04 3.71 -0.129
C 2.89 2.58 2.32 -0.238
C 3.45 1.55 1.49 -0.041
C 3.72 1.87 0.13 -0.077
C 3.40 3.11 -0.34 -0.112
C 2.96 4.17 0.47 -0.066
C 2.64 3.95 1.85 -0.009
C 0.27 0.90 1.50 0.042
C 0.05 -0.40 1.05 -0.050
C -0.66 -1.06 -0.12 -0.207
N -1.17 -0.57 -1.21 0.202
C -1.99 -1.62 -1.72 -0.324
C -2.54 -1.60 -2.93 -0.211
C -3.46 -2.62 -3.27 0.000
C -3.94 -2.76 -4.59 -0.114
C -3.63 -1.77 -5.54 -0.731
Br -4.39 -1.94 -7.25 0.746
C -2.94 -0.65 -5.15 -0.125
C -2.27 -0.63 -3.90 0.000
N -2.10 -2.55 -0.83 0.179
N -1.17 -2.31 0.12 0.039
H -2.07 -4.52 1.11 0.100
H -1.10 -4.37 2.56 0.101
H 0.82 1.53 4.79 0.096
H 0.54 2.63 3.42 0.108
H 2.95 2.83 4.54 0.154
H 2.97 1.02 3.90 0.098
H 3.80 0.63 1.95 0.108
H 4.32 1.23 -0.53 0.111
H 3.37 3.29 -1.34 0.064
H 2.70 5.14 0.08 0.089
H 2.18 4.65 2.54 0.099
H 0.04 1.93 1.10 0.150
H -3.92 -3.27 -2.57 0.105
H -4.57 -3.62 -4.85 0.105
H -2.86 0.22 -5.98 0.148
H -1.56 0.21 -3.70 0.128
```

5.
The following is a DFT calculation (ωB97M-V/def2-TZVPD) of a structure of composition C16Cl64 in a non-equilibrium geometry.

Calculated total energy, eV: -818022.0813
Net charge: 0
Highest occupied orbital energy, eV: -10.845
Max |F|, eV Å⁻¹: 1.976
Kohn-Sham gap, eV: 10.8

```
80
Properties=species:S:1:pos:R:3:lowdin_charge:R:1
C 13.65 10.51 20.56 -2.037
Cl 14.11 11.14 18.96 0.450
Cl 15.03 9.50 21.03 0.527
Cl 13.28 11.81 21.69 0.541
Cl 12.17 9.61 20.35 0.528
C 15.99 9.00 16.33 -1.984
Cl 14.21 8.63 16.54 0.449
Cl 16.85 8.84 17.81 0.557
Cl 16.67 8.00 15.09 0.556
Cl 16.08 10.75 15.77 0.410
C 13.53 21.11 15.88 -2.031
Cl 13.17 19.67 15.00 0.521
Cl 12.20 22.35 15.59 0.461
Cl 13.62 20.72 17.60 0.518
Cl 14.99 21.86 15.26 0.528
C 18.04 12.81 8.23 -2.021
Cl 17.06 12.92 6.72 0.499
Cl 18.85 11.26 8.34 0.531
Cl 19.17 14.14 8.13 0.517
Cl 17.13 13.09 9.74 0.481
C 20.37 11.93 13.90 -2.006
Cl 19.90 12.19 12.19 0.468
Cl 19.08 12.22 15.06 0.510
Cl 20.96 10.25 13.95 0.506
Cl 21.75 12.93 14.34 0.526
C 11.52 18.73 9.58 -2.069
Cl 12.20 20.05 10.52 0.543
Cl 9.72 18.88 9.50 0.483
Cl 12.17 18.71 7.99 0.562
Cl 11.86 17.15 10.27 0.476
C 10.56 10.48 16.55 -2.003
Cl 10.85 11.79 17.68 0.505
Cl 10.99 8.82 17.25 0.440
Cl 8.77 10.48 16.34 0.502
Cl 11.44 10.66 15.10 0.562
C 19.90 17.04 13.00 -2.082
Cl 18.14 17.14 13.28 0.492
Cl 20.19 15.49 12.22 0.500
Cl 20.39 18.47 12.11 0.540
Cl 20.74 17.04 14.50 0.547
C 11.67 16.54 18.90 -2.018
Cl 12.12 14.88 19.28 0.499
Cl 9.90 16.75 19.23 0.492
Cl 12.72 17.63 19.84 0.532
Cl 11.85 16.80 17.19 0.500
C 11.17 12.44 9.54 -2.082
Cl 10.43 13.92 10.08 0.518
Cl 12.73 12.84 8.80 0.500
Cl 11.56 11.42 10.91 0.510
Cl 10.18 11.67 8.31 0.557
C 8.89 17.20 13.71 -1.981
Cl 7.80 17.14 12.27 0.496
Cl 9.96 18.62 13.60 0.482
Cl 7.92 17.39 15.18 0.524
Cl 9.92 15.74 13.84 0.486
C 17.99 19.41 18.24 -2.002
Cl 18.32 20.51 16.86 0.517
Cl 16.72 18.22 17.75 0.452
Cl 19.45 18.50 18.65 0.501
Cl 17.37 20.21 19.67 0.535
C 18.26 14.27 18.09 -2.032
Cl 18.15 15.40 19.46 0.492
Cl 16.76 14.61 17.09 0.451
Cl 19.73 14.65 17.24 0.518
Cl 18.23 12.62 18.60 0.566
C 16.24 8.97 11.06 -2.046
Cl 15.87 8.86 9.34 0.535
Cl 15.79 7.38 11.84 0.450
Cl 17.90 9.32 11.29 0.553
Cl 15.17 10.11 11.84 0.505
C 13.96 14.25 14.01 -1.982
Cl 12.76 13.80 12.78 0.475
Cl 15.57 13.59 13.54 0.476
Cl 14.01 16.03 14.12 0.512
Cl 13.58 13.48 15.53 0.503
C 16.13 17.19 9.20 -1.916
Cl 15.26 16.48 10.60 0.478
Cl 15.70 16.31 7.70 0.514
Cl 15.86 18.97 8.96 0.472
Cl 17.89 17.28 9.55 0.458
```

6.
The following is a DFT calculation (ωB97M-V/def2-TZVPD) of a structure of composition C49H30BrCaF4N5O2PS in a non-equilibrium geometry.

Calculated total energy, eV: -182326.5958
Net charge: -1
Highest occupied orbital energy, eV: -4.278
Max |F|, eV Å⁻¹: 1.300
Kohn-Sham gap, eV: 6.5

```
94
Properties=species:S:1:pos:R:3:lowdin_charge:R:1
Ca 0.78 -0.42 -0.69 1.131
O -2.73 -2.74 0.68 -0.015
C -1.95 -1.86 0.29 -0.509
N -0.68 -1.59 0.65 -0.062
C -0.04 -2.32 1.69 -0.234
C -0.73 -3.12 2.61 -0.046
C -0.10 -3.72 3.69 -0.125
C 1.26 -3.54 3.87 -0.117
C 1.98 -2.78 2.96 -0.033
C 1.38 -2.16 1.85 -0.214
N 2.09 -1.42 0.87 -0.057
C 3.43 -1.53 0.77 -0.515
O 4.23 -2.21 1.42 -0.014
C 4.07 -0.68 -0.33 -0.228
C 5.44 -0.46 -0.27 -0.017
C 6.06 0.23 -1.29 -0.069
C 5.29 0.68 -2.36 -0.068
C 3.93 0.44 -2.34 -0.121
N 3.31 -0.21 -1.34 0.061
C -2.53 -0.90 -0.76 -0.190
C -3.90 -0.97 -1.02 -0.016
C -4.44 -0.16 -2.00 -0.067
C -3.60 0.71 -2.69 -0.067
C -2.26 0.74 -2.36 -0.123
N -1.73 -0.04 -1.41 0.073
H -1.79 -3.25 2.48 0.088
H -0.67 -4.34 4.37 0.091
H 1.77 -3.99 4.72 0.088
H 3.04 -2.65 3.09 0.085
H 5.98 -0.87 0.57 0.111
H 7.12 0.42 -1.27 0.101
H 5.73 1.21 -3.20 0.098
H 3.29 0.80 -3.14 0.095
H -4.48 -1.69 -0.46 0.109
H -5.50 -0.20 -2.22 0.100
H -3.98 1.36 -3.47 0.101
H -1.58 1.42 -2.86 0.099
F 1.90 5.33 5.13 0.129
C 1.32 4.46 4.30 -0.147
C -0.04 4.30 4.31 -0.142
F -0.78 5.02 5.15 0.126
C -0.63 3.41 3.45 -0.212
F -1.96 3.33 3.52 0.116
C 0.11 2.63 2.56 -0.312
P -0.70 1.35 1.44 1.133
C -1.64 0.48 2.76 -0.346
C -0.84 0.03 3.82 -0.101
C -1.37 -0.72 4.85 -0.082
C -2.72 -1.07 4.83 -0.089
C -3.50 -0.70 3.75 -0.073
C -2.97 0.06 2.72 -0.086
C -1.79 2.59 0.59 -0.348
C -3.18 2.59 0.48 -0.085
C -3.83 3.54 -0.31 -0.088
C -3.10 4.50 -1.01 -0.095
C -1.72 4.50 -0.92 -0.080
C -1.07 3.55 -0.13 -0.112
C 1.48 2.84 2.55 -0.587
Br 2.62 1.94 1.35 0.915
C 2.08 3.74 3.42 -0.271
F 3.40 3.93 3.42 0.073
H 0.22 0.25 3.83 0.112
H -0.73 -1.06 5.66 0.107
H -3.14 -1.68 5.63 0.099
H -4.54 -1.01 3.70 0.103
H -3.59 0.29 1.87 0.079
H -3.78 1.86 1.00 0.080
H -4.91 3.53 -0.38 0.102
H -3.61 5.23 -1.63 0.097
H -1.13 5.22 -1.47 0.103
H 0.01 3.55 -0.08 0.089
S 0.61 -2.33 -5.00 1.091
C 0.62 -3.69 -3.93 -0.474
C 0.60 -5.05 -4.23 -0.102
C 0.62 -5.95 -3.18 -0.100
C 0.66 -5.50 -1.86 -0.075
C 0.69 -4.15 -1.56 0.013
C 0.67 -3.24 -2.62 -0.284
N 0.70 -1.85 -2.48 -0.019
C 0.67 -1.23 -3.62 -0.499
C 0.72 0.25 -3.78 -0.310
C 0.66 0.77 -5.09 -0.092
C 0.75 2.13 -5.30 -0.113
C 0.92 2.96 -4.19 -0.111
C 0.98 2.42 -2.91 -0.168
C 0.86 1.05 -2.62 -0.217
H 0.56 -5.39 -5.26 0.101
H 0.60 -7.01 -3.39 0.096
H 0.67 -6.22 -1.05 0.104
H 0.72 -3.80 -0.53 0.110
H 0.55 0.10 -5.94 0.070
H 0.69 2.54 -6.30 0.089
H 1.01 4.04 -4.34 0.090
H 1.13 3.13 -2.09 0.066
```

7.
The following is a DFT calculation (ωB97M-V/def2-TZVPD) of a cluster of 3 separate species, C8H21NO in total in a non-equilibrium geometry.

Calculated total energy, eV: -12171.0872
Net charge: 0
Highest occupied orbital energy, eV: -7.880
Max |F|, eV Å⁻¹: 1.895
Kohn-Sham gap, eV: 8.0

```
31
Properties=species:S:1:pos:R:3:lowdin_charge:R:1
C -1.87 1.25 -1.48 -0.418
C -0.71 0.27 -1.71 -0.321
C -1.45 2.68 -1.83 -0.085
C -2.40 1.16 -0.05 -0.083
O 0.42 0.52 -0.94 -0.323
H 0.82 -0.68 -0.10 0.079
H -2.68 0.96 -2.16 0.130
H -1.09 -0.75 -1.54 0.103
H -0.43 0.31 -2.78 0.110
H -1.15 2.76 -2.88 0.075
H -0.60 2.99 -1.21 0.070
H -2.27 3.39 -1.67 0.071
H -3.26 1.81 0.09 0.072
H -1.62 1.47 0.66 0.059
H -2.69 0.14 0.20 0.073
C 0.87 -1.76 0.51 -0.374
C 2.21 0.29 1.15 -0.004
C 0.15 -1.82 1.85 -0.125
C 2.12 -2.63 0.43 -0.131
N 1.35 1.27 1.23 0.093
H 0.17 -2.16 -0.24 0.101
H 0.88 1.41 2.11 0.112
H 0.73 1.30 0.24 0.108
H 2.72 0.17 0.21 0.109
H 2.59 -0.20 2.04 0.102
H -0.68 -1.12 1.88 0.063
H 2.84 -2.38 1.22 0.056
H -0.26 -2.82 2.05 0.073
H 0.82 -1.59 2.69 0.058
H 2.61 -2.52 -0.53 0.074
H 1.88 -3.69 0.56 0.072
```